#1
A cluster of 13 separate species, C52H78O39 in total, computed with ωB97M-V/def2-TZVPD.

Results
- Kohn-Sham gap: 0.4055 Ha
- HOMO level: -10.45 eV

Bonds (Å) are listed after each position.
Atoms and positions in Å:
1 O 0.73 6.47 4.65  C85 1.170
2 O 4.76 4.44 2.99  C45 1.342, C91 1.461
3 O 2.02 -1.91 -5.75  C65 1.473, C80 1.371
4 O -2.55 -3.36 -2.12  C47 1.336, C54 1.470
5 O -0.61 1.71 -2.78  C55 1.331, C79 1.437
6 O 5.26 -1.72 3.19  C46 1.351, C71 1.447
7 O -1.26 1.72 -4.86  C55 1.309, C66 1.519
8 O -0.12 2.88 1.62  C56 1.239
9 O 0.87 1.22 -4.37  C55 1.210
10 O 4.59 -2.69 0.36  C67 1.203
11 O 2.21 -6.78 0.08  C48 1.231
12 O 3.07 3.66 1.72  C45 1.374, C69 1.400
13 O 3.15 -1.04 2.89  C46 1.196
14 O -5.30 -0.73 0.25  C63 1.195
15 O -1.16 6.02 1.07  C40 1.290, C87 1.435
16 O -3.87 0.62 1.28  C63 1.357, C70 1.426
17 O 5.17 3.72 0.93  C45 1.170
18 O 0.12 -4.07 -1.53  C89 1.414, C90 1.327
19 O -5.48 -1.16 3.64  C51 1.325, C82 1.426
20 O -6.02 1.03 4.00  C51 1.206
21 O -0.21 0.57 1.97  C56 1.374, C60 1.436
22 O -1.54 6.34 4.61  C76 1.529, C85 1.356
23 O -3.77 -1.48 -1.95  C47 1.398, C84 1.468
24 O -2.49 4.58 0.07  C40 1.214
25 O -1.16 -5.69 -0.74  C50 1.476, C90 1.355
26 O 0.42 -2.59 -7.15  C41 1.513, C80 1.340
27 O -5.34 1.48 -0.18  C42 1.445, C63 1.326
28 O 1.73 -4.78 1.09  C48 1.352, C75 1.435
29 O 4.88 0.27 2.27  C46 1.337, C72 1.440
30 O 1.30 -4.06 -5.72  C80 1.192
31 O -0.41 4.95 -0.69  C40 1.339, C53 1.439
32 O 4.08 -2.27 -1.79  C43 1.506, C67 1.323
33 O -1.17 -3.66 0.19  C90 1.158
34 O -1.66 -1.41 -2.83  C47 1.199
35 O -3.88 0.33 4.10  C51 1.395, C78 1.393
36 O 0.61 1.44 0.09  C56 1.321, C74 1.481
37 O -0.34 4.49 4.73  C81 1.417, C85 1.376
38 O 2.89 -6.23 2.19  C48 1.323, C59 1.430
39 O 4.72 -4.28 -1.17  C62 1.386, C67 1.332
40 C -1.40 5.10 0.20  O15 1.290, O24 1.214, O31 1.339
41 C 0.51 -1.09 -7.33  O26 1.513, C57 1.531, C65 1.547, H94 1.098
42 C -4.55 2.61 0.26  O27 1.445, C68 1.587, C70 1.542, H136 1.103
43 C 4.26 -2.94 -3.13  O32 1.506, C49 1.565, C62 1.606, H145 1.093
44 C -3.53 1.12 -4.47  C66 1.481, H93 1.100, H114 1.100, H164 1.050
45 C 4.43 3.87 1.82  O2 1.342, O12 1.374, O17 1.170
46 C 4.32 -0.83 2.79  O6 1.351, O13 1.196, O29 1.337
47 C -2.58 -2.05 -2.40  O4 1.336, O23 1.398, O34 1.199
48 C 2.31 -6.00 1.03  O11 1.231, O28 1.352, O38 1.323
49 C 5.32 -2.22 -4.03  C43 1.565, H111 1.116, H142 1.075, H144 1.134
50 C -0.43 -6.26 -1.89  O25 1.476, C61 1.550, C89 1.534, H168 1.098
51 C -5.25 0.11 3.93  O19 1.325, O20 1.206, O35 1.395
52 C 1.55 -0.65 -1.08  C74 1.530, H134 1.081, H141 1.130, H151 1.128
53 C 0.69 5.69 -0.15  O31 1.439, C87 1.500, C88 1.466, H152 1.119
54 C -3.76 -3.71 -1.37  O4 1.470, C84 1.569, H125 1.090, H158 1.102
55 C -0.26 1.51 -4.05  O5 1.331, O7 1.309, O9 1.210
56 C 0.13 1.72 1.29  O8 1.239, O21 1.374, O36 1.321
57 C -0.76 -0.47 -6.75  C41 1.531, H116 1.058, H123 1.136, H138 1.072
58 C -5.57 -2.85 -2.93  C84 1.476, H113 1.093, H118 1.091, H169 1.100
59 C 2.74 -5.17 3.15  O38 1.430, C75 1.555, H122 1.119, H165 1.122
60 C 0.26 -0.56 1.22  O21 1.436, C74 1.525, H115 1.110, H159 1.155
61 C -1.46 -6.48 -3.03  C50 1.550, H105 1.058, H107 1.110, H137 1.053
62 C 4.61 -4.40 -2.55  O39 1.386, C43 1.606, H110 1.120, H167 1.077
63 C -4.89 0.38 0.42  O14 1.195, O16 1.357, O27 1.326
64 C -2.27 -1.30 4.88  C78 1.466, H112 1.082, H117 1.085, H131 1.150
65 C 1.85 -0.75 -6.64  O3 1.473, C41 1.547, H100 1.130, H126 1.115
66 C -2.51 2.12 -4.09  O7 1.519, C44 1.481, C79 1.490, H127 1.120
67 C 4.52 -3.02 -0.79  O10 1.203, O32 1.323, O39 1.332
68 C -5.51 3.87 0.39  C42 1.587, H129 1.078, H150 1.074, H157 1.054
69 C 2.52 3.86 3.00  O12 1.400, C73 1.562, C91 1.484, H95 1.106
70 C -3.85 2.03 1.50  O16 1.426, C42 1.542, H133 1.104, H148 1.096
71 C 6.57 -1.16 2.93  O6 1.447, C72 1.515, H92 1.102, H155 1.073
72 C 6.31 0.12 2.18  O29 1.440, C71 1.515, C86 1.521, H160 1.122
73 C 2.54 2.50 3.77  C69 1.562, H103 1.104, H132 1.097, H139 1.094
74 C 0.48 -0.01 -0.19  O36 1.481, C52 1.530, C60 1.525, H124 1.121
75 C 1.85 -4.16 2.37  O28 1.435, C59 1.555, C77 1.540, H97 1.094
76 C -2.51 5.20 4.90  O22 1.529, C81 1.572, C83 1.514, H166 1.083
77 C 0.47 -3.94 3.02  C75 1.540, H101 1.091, H108 1.062, H154 1.096
78 C -3.15 -0.83 3.81  O35 1.393, C64 1.466, C82 1.544, H163 1.078
79 C -2.02 1.97 -2.69  O5 1.437, C66 1.490, H130 1.087, H146 1.053
80 C 1.21 -2.95 -6.13  O3 1.371, O26 1.340, O30 1.192
81 C -1.64 3.95 4.52  O37 1.417, C76 1.572, H104 1.125, H135 1.085
82 C -4.25 -1.78 3.27  O19 1.426, C78 1.544, H120 1.082, H153 1.086
83 C -3.74 5.37 4.02  C76 1.514, H109 1.065, H119 1.089, H121 1.095
84 C -4.75 -2.55 -1.74  O23 1.468, C54 1.569, C58 1.476, H96 1.067
85 C -0.28 5.86 4.66  O1 1.170, O22 1.356, O37 1.376
86 C 6.96 1.40 2.67  C72 1.521, H106 1.133, H128 1.099, H156 1.112
87 C 0.04 6.73 0.72  O15 1.435, C53 1.500, H102 1.072, H162 1.080
88 C 1.54 6.12 -1.27  C53 1.466, H98 1.046, H140 1.105, H143 1.134
89 C 0.67 -5.22 -2.15  O18 1.414, C50 1.534, H147 1.075, H149 1.087
90 C -0.75 -4.41 -0.59  O18 1.327, O25 1.355, O33 1.158
91 C 3.48 4.85 3.55  O2 1.461, C69 1.484, H99 1.115, H161 1.034
92 H 7.07 -0.96 3.89  C71 1.102
93 H -3.14 0.19 -4.02  C44 1.100
94 H 0.72 -0.99 -8.41  C41 1.098
95 H 1.52 4.30 2.84  C69 1.106
96 H -5.38 -2.35 -0.90  C84 1.067
97 H 2.47 -3.27 2.24  C75 1.094
98 H 2.49 6.45 -1.00  C88 1.046
99 H 3.19 5.87 3.20  C91 1.115
100 H 1.69 0.16 -6.00  C65 1.130
101 H 0.66 -3.45 3.98  C77 1.091
102 H -0.24 7.62 0.19  C87 1.072
103 H 2.31 2.43 4.85  C73 1.104
104 H -1.73 3.74 3.42  C81 1.125
105 H -1.05 -6.91 -3.91  C61 1.058
106 H 6.92 2.26 1.93  C86 1.133
107 H -2.18 -7.24 -2.67  C61 1.110
108 H 0.08 -3.18 2.39  C77 1.062
109 H -3.38 5.75 3.10  C83 1.065
110 H 5.58 -4.78 -2.96  C62 1.120
111 H 4.87 -1.26 -4.37  C49 1.116
112 H -2.80 -1.44 5.81  C64 1.082
113 H -6.32 -3.57 -2.59  C58 1.093
114 H -4.47 1.45 -4.01  C44 1.100
115 H 1.17 -0.91 1.75  C60 1.110
116 H -0.73 -0.49 -5.69  C57 1.058
117 H -1.48 -0.58 5.06  C64 1.085
118 H -5.10 -3.17 -3.86  C58 1.091
119 H -4.44 6.11 4.42  C83 1.089
120 H -4.10 -2.70 3.81  C82 1.082
121 H -4.23 4.40 3.90  C83 1.095
122 H 3.67 -4.68 3.52  C59 1.119
123 H -1.64 -1.05 -7.17  C57 1.136
124 H -0.51 -0.09 -0.71  C74 1.121
125 H -3.53 -3.84 -0.31  C54 1.090
126 H 2.68 -0.69 -7.38  C65 1.115
127 H -2.73 3.17 -4.44  C66 1.120
128 H 8.00 1.14 2.91  C86 1.099
129 H -6.45 3.48 0.75  C68 1.078
130 H -2.50 1.10 -2.23  C79 1.087
131 H -1.85 -2.33 4.59  C64 1.150
132 H 3.57 2.15 3.65  C73 1.097
133 H -4.38 2.31 2.43  C70 1.104
134 H 1.66 -0.14 -2.03  C52 1.081
135 H -1.86 3.05 5.10  C81 1.085
136 H -3.78 2.67 -0.52  C42 1.103
137 H -1.88 -5.57 -3.33  C61 1.053
138 H -0.81 0.58 -7.00  C57 1.072
139 H 1.96 1.73 3.25  C73 1.094
140 H 1.60 5.21 -1.89  C88 1.105
141 H 1.19 -1.69 -1.31  C52 1.130
142 H 6.28 -2.06 -3.58  C49 1.075
143 H 1.08 6.93 -1.91  C88 1.134
144 H 5.51 -2.82 -4.98  C49 1.134
145 H 3.27 -2.94 -3.58  C43 1.093
146 H -2.11 2.75 -1.99  C79 1.053
147 H 1.59 -5.45 -1.65  C89 1.075
148 H -2.81 2.39 1.46  C70 1.096
149 H 0.74 -4.87 -3.17  C89 1.087
150 H -5.61 4.40 -0.54  C68 1.074
151 H 2.54 -0.81 -0.56  C52 1.128
152 H 1.33 5.00 0.46  C53 1.119
153 H -4.26 -1.84 2.19  C82 1.086
154 H -0.18 -4.82 2.94  C77 1.096
155 H 7.13 -1.87 2.36  C71 1.073
156 H 6.41 1.67 3.60  C86 1.112
157 H -5.17 4.56 1.11  C68 1.054
158 H -3.94 -4.67 -1.89  C54 1.102
159 H -0.54 -1.39 1.25  C60 1.155
160 H 6.48 0.01 1.07  C72 1.122
161 H 3.52 4.95 4.58  C91 1.034
162 H 0.62 6.97 1.60  C87 1.080
163 H -2.59 -0.68 2.90  C78 1.078
164 H -3.62 0.90 -5.49  C44 1.050
165 H 2.19 -5.64 4.01  C59 1.122
166 H -2.72 5.26 5.96  C76 1.083
167 H 3.87 -5.15 -2.77  C62 1.077
168 H 0.04 -7.21 -1.61  C50 1.098
169 H -6.14 -1.95 -3.22  C58 1.100

These are the Mulliken partial charges, in e, on atoms 1 to 99: atom 1 (O): -0.523, atom 2 (O): -0.383, atom 3 (O): -0.180, atom 4 (O): -0.148, atom 5 (O): 0.352, atom 6 (O): -0.409, atom 7 (O): -0.305, atom 8 (O): 0.074, atom 9 (O): -0.726, atom 10 (O): -0.522, atom 11 (O): -0.637, atom 12 (O): -0.111, atom 13 (O): -0.490, atom 14 (O): -0.621, atom 15 (O): -0.377, atom 16 (O): 0.476, atom 17 (O): -0.571, atom 18 (O): 0.772, atom 19 (O): -0.373, atom 20 (O): -0.576, atom 21 (O): -0.252, atom 22 (O): -0.415, atom 23 (O): -0.033, atom 24 (O): -0.503, atom 25 (O): -0.327, atom 26 (O): -0.447, atom 27 (O): -0.419, atom 28 (O): 0.269, atom 29 (O): -0.103, atom 30 (O): -0.580, atom 31 (O): -0.286, atom 32 (O): -0.207, atom 33 (O): -0.224, atom 34 (O): -0.088, atom 35 (O): -0.340, atom 36 (O): -0.282, atom 37 (O): -0.270, atom 38 (O): -0.418, atom 39 (O): -0.333, atom 40 (C): 0.493, atom 41 (C): 0.195, atom 42 (C): 1.684, atom 43 (C): 0.988, atom 44 (C): -1.052, atom 45 (C): 0.278, atom 46 (C): 0.498, atom 47 (C): -0.054, atom 48 (C): 0.290, atom 49 (C): -1.545, atom 50 (C): 0.461, atom 51 (C): 0.548, atom 52 (C): -0.780, atom 53 (C): 1.795, atom 54 (C): -0.497, atom 55 (C): 0.148, atom 56 (C): -0.134, atom 57 (C): -0.537, atom 58 (C): -1.884, atom 59 (C): -0.343, atom 60 (C): 2.140, atom 61 (C): -1.572, atom 62 (C): -0.459, atom 63 (C): 0.142, atom 64 (C): -1.434, atom 65 (C): -0.112, atom 66 (C): 0.304, atom 67 (C): 0.579, atom 68 (C): -1.745, atom 69 (C): 2.037, atom 70 (C): 0.602, atom 71 (C): -0.543, atom 72 (C): 0.374, atom 73 (C): -0.710, atom 74 (C): 1.517, atom 75 (C): 1.398, atom 76 (C): 0.223, atom 77 (C): -0.854, atom 78 (C): 1.737, atom 79 (C): 0.778, atom 80 (C): 0.653, atom 81 (C): 0.175, atom 82 (C): -0.058, atom 83 (C): -1.140, atom 84 (C): 0.700, atom 85 (C): 0.579, atom 86 (C): -1.193, atom 87 (C): -0.533, atom 88 (C): -1.784, atom 89 (C): 0.126, atom 90 (C): -0.931, atom 91 (C): -0.767, atom 92 (H): 0.347, atom 93 (H): -0.055, atom 94 (H): 0.353, atom 95 (H): -0.951, atom 96 (H): 0.430, atom 97 (H): -0.677, atom 98 (H): 0.432, atom 99 (H): 0.336

=====

#2
A cluster of 13 separate species, C52H78O39 in total, computed with ωB97M-V/def2-TZVPD.

Results
- Kohn-Sham gap: 0.3551 Ha
- HOMO level: -10.27 eV

Bonds (Å) are listed after each position.
Atoms and positions in Å:
1 O -3.87 7.04 -8.50  C61 1.228
2 O 2.21 3.28 -0.67  C51 1.234
3 O 0.86 1.52 -1.19  C51 1.333, C69 1.419
4 O 4.81 -10.31 3.41  C72 1.262
5 O 7.48 10.75 -4.19  C41 1.210
6 O 7.99 4.73 2.02  C49 1.233
7 O -3.11 -6.15 3.92  C64 1.363, C79 1.404
8 O 6.36 5.60 3.41  C49 1.365, C86 1.395
9 O 5.51 11.64 -3.37  C41 1.359, C58 1.404
10 O -3.55 -3.98 4.20  C64 1.310, C91 1.379
11 O 4.34 -8.15 3.01  C72 1.288, C85 1.386
12 O -2.67 6.61 -6.64  C61 1.282, C70 1.356
13 O -4.51 5.09 1.87  C78 1.389, C80 1.391
14 O 5.67 9.54 -3.80  C41 1.293, C45 1.382
15 O -2.29 4.96 2.19  C43 1.411, C78 1.343
16 O 3.97 -8.86 5.06  C72 1.382, C87 1.432
17 O 10.21 -3.36 5.74  C44 1.438, C81 1.315
18 O -5.43 -1.57 -2.39  C54 1.227
19 O 3.39 -1.22 9.29  C47 1.193
20 O 1.18 -8.38 -3.47  C53 1.440, C75 1.355
21 O 1.97 0.15 8.21  C47 1.338, C48 1.402
22 O 0.26 -7.93 -1.53  C52 1.432, C75 1.296
23 O -4.38 -6.19 -7.63  C88 1.393, C89 1.267
24 O -1.37 0.12 -8.88  C46 1.281, C62 1.393
25 O 8.99 -5.18 6.34  C81 1.250
26 O 1.40 -0.63 10.20  C47 1.367, C57 1.449
27 O 1.50 -6.33 -2.45  C75 1.236
28 O 8.74 -4.08 4.34  C71 1.339, C81 1.323
29 O 2.56 1.23 0.22  C51 1.359, C84 1.392
30 O 7.25 3.67 3.90  C49 1.327, C83 1.389
31 O -2.42 -5.68 -7.08  C73 1.423, C89 1.327
32 O -4.66 7.41 -6.47  C55 1.439, C61 1.322
33 O -7.62 -1.25 -1.66  C54 1.373, C77 1.400
34 O -0.55 -0.11 -6.92  C46 1.333, C59 1.351
35 O -2.14 -4.91 5.58  C64 1.204
36 O 0.34 -1.31 -8.70  C46 1.250
37 O -2.76 -7.25 -8.70  C89 1.225
38 O -3.52 3.05 1.79  C78 1.221
39 O -6.65 0.20 -3.10  C42 1.454, C54 1.380
40 C 3.12 12.06 -3.43  C58 1.564, H95 1.090, H135 1.090, H147 1.090
41 C 6.34 10.65 -3.80  O5 1.210, O9 1.359, O14 1.293
42 C -7.91 0.82 -2.72  O39 1.454, C68 1.554, C77 1.560, H131 1.090
43 C -2.61 6.33 2.23  O15 1.411, C80 1.524, H124 1.090, H154 1.090
44 C 10.08 -2.30 4.77  O17 1.438, C71 1.570, H98 1.090, H105 1.090
45 C 4.34 9.71 -3.48  O14 1.382, C58 1.525, H94 1.090, H142 1.090
46 C -0.45 -0.47 -8.20  O24 1.281, O34 1.333, O36 1.250
47 C 2.37 -0.60 9.24  O19 1.193, O21 1.338, O26 1.367
48 C 0.70 0.65 8.53  O21 1.402, C57 1.506, H152 1.090, H163 1.090
49 C 7.27 4.66 3.02  O6 1.233, O8 1.365, O30 1.327
50 C -1.41 -9.81 -1.56  C52 1.544, H92 1.090, H119 1.090, H168 1.090
51 C 1.92 2.08 -0.63  O2 1.234, O3 1.333, O29 1.359
52 C 0.06 -9.34 -1.69  O22 1.432, C50 1.544, C53 1.493, H165 1.090
53 C 0.62 -9.64 -3.04  O20 1.440, C52 1.493, H117 1.090, H123 1.090
54 C -6.48 -0.95 -2.36  O18 1.227, O33 1.373, O39 1.380
55 C -4.19 7.34 -5.11  O32 1.439, C70 1.542, H101 1.090, H151 1.090
56 C 3.55 -6.80 6.11  C87 1.525, H132 1.090, H134 1.090, H138 1.090
57 C 0.16 -0.05 9.75  O26 1.449, C48 1.506, C82 1.510, H116 1.090
58 C 4.28 11.13 -2.94  O9 1.404, C40 1.564, C45 1.525, H97 1.090
59 C -1.28 1.02 -6.82  O34 1.351, C62 1.502, H108 1.090, H120 1.090
60 C -5.01 7.16 2.72  C80 1.536, H110 1.090, H129 1.090, H161 1.090
61 C -3.69 7.04 -7.28  O1 1.228, O12 1.282, O32 1.322
62 C -1.98 1.14 -8.15  O24 1.393, C59 1.502, C65 1.488, H100 1.090
63 C 4.24 5.39 4.53  C86 1.542, H104 1.090, H153 1.090, H158 1.090
64 C -2.87 -5.01 4.63  O7 1.363, O10 1.310, O35 1.204
65 C -3.46 1.07 -8.15  C62 1.488, H128 1.090, H137 1.090, H157 1.090
66 C -5.16 -6.54 2.57  C79 1.582, H122 1.090, H133 1.090, H146 1.090
67 C 8.01 -2.22 3.11  C71 1.549, H103 1.090, H111 1.090, H159 1.090
68 C -8.57 1.41 -3.99  C42 1.554, H93 1.090, H136 1.090, H162 1.090
69 C 0.83 0.14 -0.86  O3 1.419, C84 1.545, H112 1.090, H160 1.090
70 C -2.85 6.61 -5.29  O12 1.356, C55 1.542, C74 1.540, H167 1.090
71 C 9.21 -3.02 3.67  O28 1.339, C44 1.570, C67 1.549, H166 1.090
72 C 4.37 -9.19 3.77  O4 1.262, O11 1.288, O16 1.382
73 C -3.26 -4.94 -6.20  O31 1.423, C88 1.482, H107 1.090, H130 1.090
74 C -1.64 7.21 -4.54  C70 1.540, H113 1.090, H127 1.090, H148 1.090
75 C 1.04 -7.48 -2.46  O20 1.355, O22 1.296, O27 1.236
76 C 1.71 -0.67 1.34  C84 1.479, H106 1.090, H140 1.090, H143 1.090
77 C -8.65 -0.38 -2.05  O33 1.400, C42 1.560, H99 1.090, H169 1.090
78 C -3.41 4.25 1.94  O13 1.389, O15 1.343, O38 1.221
79 C -3.81 -5.74 2.77  O7 1.404, C66 1.582, C91 1.598, H156 1.090
80 C -4.06 6.41 1.77  O13 1.391, C43 1.524, C60 1.536, H102 1.090
81 C 9.32 -4.30 5.51  O17 1.315, O25 1.250, O28 1.323
82 C -0.37 0.85 10.85  C57 1.510, H126 1.090, H141 1.090, H144 1.090
83 C 6.30 3.86 4.90  O30 1.389, C86 1.530, H125 1.090, H155 1.090
84 C 2.06 -0.06 0.05  O29 1.392, C69 1.545, C76 1.479, H96 1.090
85 C 3.50 -7.18 3.55  O11 1.386, C87 1.549, H139 1.090, H164 1.090
86 C 5.77 5.27 4.63  O8 1.395, C63 1.542, C83 1.530, H118 1.090
87 C 3.13 -7.71 4.96  O16 1.432, C56 1.525, C85 1.549, H109 1.090
88 C -4.59 -5.06 -6.84  O23 1.393, C73 1.482, C90 1.548, H145 1.090
89 C -3.16 -6.45 -7.87  O23 1.267, O31 1.327, O37 1.225
90 C -5.72 -5.51 -5.88  C88 1.548, H114 1.090, H149 1.090, H150 1.090
91 C -4.07 -4.18 2.93  O10 1.379, C79 1.598, H115 1.090, H121 1.090
92 H -1.74 -9.56 -0.55  C50 1.090
93 H -9.53 1.91 -3.82  C68 1.090
94 H 4.11 8.98 -2.71  C45 1.090
95 H 3.27 12.49 -4.42  C40 1.090
96 H 2.79 -0.70 -0.45  C84 1.090
97 H 4.18 11.10 -1.86  C58 1.090
98 H 11.00 -1.93 4.32  C44 1.090
99 H -9.10 -0.06 -1.12  C77 1.090
100 H -1.71 2.10 -8.58  C62 1.090
101 H -4.93 6.78 -4.54  C55 1.090
102 H -4.22 6.70 0.73  C80 1.090
103 H 8.27 -1.26 2.67  C67 1.090
104 H 3.86 5.07 3.56  C63 1.090
105 H 9.55 -1.41 5.09  C44 1.090
106 H 2.56 -0.62 2.03  C76 1.090
107 H -2.94 -3.91 -6.03  C73 1.090
108 H -0.79 1.97 -6.62  C59 1.090
109 H 2.06 -7.95 4.91  C87 1.090
110 H -4.94 6.71 3.71  C60 1.090
111 H 7.31 -2.00 3.91  C67 1.090
112 H -0.10 -0.06 -0.32  C69 1.090
113 H -1.44 8.24 -4.85  C74 1.090
114 H -6.14 -4.64 -5.38  C90 1.090
115 H -3.59 -3.54 2.19  C91 1.090
116 H -0.51 -0.89 9.55  C57 1.090
117 H 1.41 -10.36 -2.82  C53 1.090
118 H 6.19 5.96 5.36  C86 1.090
119 H -1.63 -10.87 -1.62  C50 1.090
120 H -1.99 0.80 -6.03  C59 1.090
121 H -5.15 -4.01 2.96  C91 1.090
122 H -5.64 -6.16 1.67  C66 1.090
123 H -0.19 -10.10 -3.61  C53 1.090
124 H -2.60 6.74 3.24  C43 1.090
125 H 6.84 3.69 5.83  C83 1.090
126 H 0.38 1.60 11.08  C82 1.090
127 H -0.75 6.61 -4.71  C74 1.090
128 H -4.00 1.46 -9.01  C65 1.090
129 H -6.08 7.17 2.50  C60 1.090
130 H -3.34 -5.37 -5.20  C73 1.090
131 H -7.67 1.58 -1.97  C42 1.090
132 H 4.60 -6.52 6.15  C56 1.090
133 H -5.83 -6.48 3.42  C66 1.090
134 H 3.01 -5.87 5.91  C56 1.090
135 H 2.18 11.50 -3.39  C40 1.090
136 H -7.95 2.16 -4.48  C68 1.090
137 H -3.78 0.03 -8.10  C65 1.090
138 H 3.26 -7.22 7.07  C56 1.090
139 H 2.58 -7.03 3.00  C85 1.090
140 H 0.93 -0.10 1.84  C76 1.090
141 H -1.27 1.37 10.51  C82 1.090
142 H 3.64 9.56 -4.31  C45 1.090
143 H 1.39 -1.71 1.25  C76 1.090
144 H -0.69 0.31 11.74  C82 1.090
145 H -4.80 -4.24 -7.52  C88 1.090
146 H -5.08 -7.59 2.31  C66 1.090
147 H 3.10 12.82 -2.66  C40 1.090
148 H -1.86 7.21 -3.47  C74 1.090
149 H -6.47 -6.00 -6.50  C90 1.090
150 H -5.43 -6.28 -5.16  C90 1.090
151 H -4.06 8.35 -4.72  C55 1.090
152 H 0.01 0.46 7.71  C48 1.090
153 H 3.95 6.43 4.68  C63 1.090
154 H -1.91 6.93 1.64  C43 1.090
155 H 5.55 3.07 4.82  C83 1.090
156 H -3.19 -5.69 1.87  C79 1.090
157 H -3.72 1.64 -7.25  C65 1.090
158 H 3.77 4.85 5.35  C63 1.090
159 H 7.47 -2.75 2.32  C67 1.090
160 H 0.84 -0.53 -1.72  C69 1.090
161 H -4.73 8.21 2.78  C60 1.090
162 H -8.73 0.60 -4.70  C68 1.090
163 H 0.68 1.71 8.79  C48 1.090
164 H 4.14 -6.30 3.61  C85 1.090
165 H 0.74 -9.80 -0.97  C52 1.090
166 H 9.97 -3.30 2.95  C71 1.090
167 H -2.94 5.60 -4.91  C70 1.090
168 H -2.09 -9.26 -2.21  C50 1.090
169 H -9.43 -0.89 -2.62  C77 1.090

These are the Mulliken partial charges, in e, on atoms 1 to 99: atom 1 (O): -0.599, atom 2 (O): -0.595, atom 3 (O): -0.309, atom 4 (O): -0.612, atom 5 (O): -0.555, atom 6 (O): -0.572, atom 7 (O): -0.337, atom 8 (O): -0.359, atom 9 (O): -0.364, atom 10 (O): -0.308, atom 11 (O): -0.305, atom 12 (O): -0.332, atom 13 (O): -0.342, atom 14 (O): -0.320, atom 15 (O): -0.281, atom 16 (O): -0.335, atom 17 (O): -0.325, atom 18 (O): -0.575, atom 19 (O): -0.536, atom 20 (O): -0.326, atom 21 (O): -0.290, atom 22 (O): -0.338, atom 23 (O): -0.335, atom 24 (O): -0.345, atom 25 (O): -0.587, atom 26 (O): -0.362, atom 27 (O): -0.612, atom 28 (O): -0.304, atom 29 (O): -0.311, atom 30 (O): -0.327, atom 31 (O): -0.328, atom 32 (O): -0.339, atom 33 (O): -0.317, atom 34 (O): -0.321, atom 35 (O): -0.572, atom 36 (O): -0.619, atom 37 (O): -0.608, atom 38 (O): -0.565, atom 39 (O): -0.317, atom 40 (C): -1.284, atom 41 (C): 0.682, atom 42 (C): 0.454, atom 43 (C): -0.409, atom 44 (C): -0.385, atom 45 (C): -0.390, atom 46 (C): 0.684, atom 47 (C): 0.652, atom 48 (C): -0.463, atom 49 (C): 0.688, atom 50 (C): -1.477, atom 51 (C): 0.661, atom 52 (C): 0.444, atom 53 (C): -0.366, atom 54 (C): 0.664, atom 55 (C): -0.325, atom 56 (C): -1.410, atom 57 (C): 0.429, atom 58 (C): 0.435, atom 59 (C): -0.291, atom 60 (C): -1.452, atom 61 (C): 0.695, atom 62 (C): 0.470, atom 63 (C): -1.342, atom 64 (C): 0.650, atom 65 (C): -1.319, atom 66 (C): -1.324, atom 67 (C): -1.364, atom 68 (C): -1.353, atom 69 (C): -0.428, atom 70 (C): 0.534, atom 71 (C): 0.403, atom 72 (C): 0.688, atom 73 (C): -0.368, atom 74 (C): -1.457, atom 75 (C): 0.713, atom 76 (C): -1.515, atom 77 (C): -0.458, atom 78 (C): 0.649, atom 79 (C): 0.447, atom 80 (C): 0.450, atom 81 (C): 0.667, atom 82 (C): -1.417, atom 83 (C): -0.406, atom 84 (C): 0.593, atom 85 (C): -0.415, atom 86 (C): 0.491, atom 87 (C): 0.448, atom 88 (C): 0.334, atom 89 (C): 0.700, atom 90 (C): -1.350, atom 91 (C): -0.401, atom 92 (H): 0.351, atom 93 (H): 0.371, atom 94 (H): 0.282, atom 95 (H): 0.337, atom 96 (H): 0.227, atom 97 (H): 0.217, atom 98 (H): 0.338, atom 99 (H): 0.273

=====

What is the stability order? It is #1, #2, from most stable to least stable.